(1)
Density functional theory data (wB97M-V/def2-TZVPD) for a single C6H10N2 molecule.

Output
SMILES: [H]/N=C(/N)C1CC(=C)C1
E_tot in eV: -9363.1890
E_HOMO in eV: -9.14
Frontier orbital gap in eV: 10.09

```
! wB97M-V def2-TZVPD RIJCOSX def2/J DEFGRID3
* xyz 0 1
C -0.18 0.77 -0.06
C 1.23 0.18 -0.25
C -0.74 -0.31 -1.02
C -0.71 0.68 1.35
C 0.64 -0.89 -1.12
N -1.26 1.82 1.85
C 1.14 -1.95 -1.73
N -0.73 -0.36 2.07
H -0.29 1.79 -0.44
H -0.96 2.71 1.48
H -1.50 1.80 2.83
H -0.37 -1.20 1.62
H 1.94 0.84 -0.75
H 1.69 -0.19 0.67
H -1.48 -0.97 -0.57
H -1.14 0.08 -1.95
H 2.19 -2.20 -1.66
H 0.52 -2.61 -2.31
*
```

(2)
Density functional theory data (wB97M-V/def2-TZVPD) for a molecular structure, C6H10N2 at a distorted geometry.

Output
E_tot in eV: -9356.3952
E_HOMO in eV: -9.41
Frontier orbital gap in eV: 10.32

```
! wB97M-V def2-TZVPD RIJCOSX def2/J DEFGRID3
* xyz 0 1
C -2.01 -0.43 -0.53
C -0.48 0.80 -0.14
C 1.07 1.12 0.21
C 1.31 -0.39 0.94
C 1.10 -0.85 -0.47
C -0.42 -0.61 -0.25
H -2.52 -1.36 0.04
H -2.52 -0.22 -1.54
H -2.13 0.43 1.20
H -0.74 1.36 -1.18
H 1.21 2.28 0.56
H 0.63 -0.71 1.73
H 2.46 -0.51 1.40
H 1.60 -1.75 -1.06
H 2.58 0.49 -0.83
H -0.64 -1.06 0.76
N -1.99 0.82 0.30
N 1.49 0.59 -1.14
*
```

(3)
Density functional theory data (wB97M-V/def2-TZVPD) for a molecular structure, C6H10N2 at a distorted geometry.

Output
E_tot in eV: -9355.6185
E_HOMO in eV: -8.96
Frontier orbital gap in eV: 9.56

```
! wB97M-V def2-TZVPD RIJCOSX def2/J DEFGRID3
* xyz 0 1
C 0.66 -0.15 -0.17
C 0.04 0.58 -1.34
C -1.22 -0.04 -0.58
C -0.35 -1.22 -0.16
C -1.04 0.34 1.72
C 0.08 0.68 0.96
H 2.39 -0.43 -1.23
H 2.78 0.24 0.80
H -0.07 1.62 -1.30
H -0.08 0.20 -2.38
H -2.03 -0.11 -1.48
H -0.04 -1.74 -1.22
H -0.18 -2.14 0.60
H -0.89 1.29 2.52
H -1.37 -0.85 1.86
H 0.65 1.49 1.12
N 2.07 -0.56 -0.11
N -1.40 0.82 0.41
*
```

(4)
Density functional theory data (wB97M-V/def2-TZVPD) for a single C6H10N2 molecule at a distorted geometry.

Output
SMILES: C=C(C)[C@@](C)(N)C#N
E_tot in eV: -9361.9565
E_HOMO in eV: -9.60
Frontier orbital gap in eV: 10.43

```
! wB97M-V def2-TZVPD RIJCOSX def2/J DEFGRID3
* xyz 0 1
C 0.70 2.08 -0.25
C -0.01 -1.31 0.90
C 0.43 -0.36 0.08
C 1.67 -0.69 -0.72
C -1.40 1.06 -1.22
C -0.20 1.01 0.14
N 1.37 2.99 -0.52
N -0.85 1.29 1.45
H -1.00 -1.32 1.27
H 0.59 -2.24 0.89
H 2.46 -1.37 -0.43
H 1.39 -1.07 -1.69
H 2.22 0.18 -1.01
H -0.79 0.45 -1.95
H -2.07 0.33 -0.73
H -1.76 2.06 -1.55
H -0.58 0.55 2.13
H -0.59 2.18 1.82
*
```